1.
DFT (ωB97M-V/def2-TZVPD) results for 2 unconnected molecules or ions with the total composition C6H16ClNO2P.

Calculated values
F_max in eV Å⁻¹: 3.535
Net charge: +1
Kohn-Sham gap in eV: 9.692

Geometry (Å):
C  1.896  0.471  1.200
C  0.102  -0.710  2.554
C  0.884  0.658  -1.793
C  -0.190  -1.627  -2.025
C  0.468  0.122  1.286
C  0.279  -0.571  -1.156
N  0.147  -0.663  0.112
O  -2.876  0.353  -1.679
O  -2.366  2.119  -0.042
P  -2.654  0.520  -0.240
Cl  -5.088  0.923  0.442
H  2.557  -0.430  0.997
H  2.088  1.092  0.328
H  2.289  1.047  2.106
H  1.001  -0.429  3.237
H  0.135  -1.811  2.221
H  -0.884  -0.475  2.914
H  2.010  0.689  -1.481
H  0.751  0.738  -2.916
H  0.609  1.578  -1.355
H  0.551  -1.851  -2.869
H  -1.224  -1.164  -2.512
H  -0.651  -2.407  -1.372
H  -0.323  0.944  1.321
H  -4.790  1.887  1.329
H  -0.042  -1.621  0.510
H  -2.985  2.421  -0.723

=====

2.
DFT (ωB97M-V/def2-TZVPD) results for a molecular structure, C4H9NO2.

Calculated values
F_max in eV Å⁻¹: 5.133
Kohn-Sham gap in eV: 9.795

Geometry (Å):
C  -0.352  0.289  0.743
C  -1.763  0.424  1.193
C  1.605  -1.158  -0.086
C  0.120  -0.960  0.110
N  0.580  1.343  -1.615
O  -0.401  0.467  -1.043
O  -0.660  -1.940  0.220
H  0.392  0.834  1.331
H  0.015  2.105  -1.986
H  0.925  0.835  -2.431
H  -1.919  -0.118  2.133
H  -2.460  0.041  0.448
H  -1.986  1.482  1.375
H  2.148  -0.213  -0.137
H  1.767  -1.703  -1.017
H  1.991  -1.728  0.762

=====

3.
DFT (ωB97M-V/def2-TZVPD) results for C16H18O6 in the gas phase.

Calculated values
SMILES: CCOc1ccc(C(C)=O)cc1COC(=O)C1=COCCO1
F_max in eV Å⁻¹: 0.724
Kohn-Sham gap in eV: 9.273

Geometry (Å):
C  1.303  -5.375  -1.297
C  1.502  -4.216  -2.268
H  0.857  -4.325  -3.148
H  2.542  -4.187  -2.604
O  1.302  -2.955  -1.654
C  0.048  -2.511  -1.398
C  -1.134  -3.140  -1.782
C  -2.352  -2.571  -1.473
C  -2.435  -1.369  -0.773
C  -1.249  -0.740  -0.390
C  -0.024  -1.294  -0.695
C  1.266  -0.638  -0.293
H  1.860  -1.327  0.323
H  1.870  -0.397  -1.177
O  1.010  0.548  0.446
C  1.970  1.473  0.457
O  3.036  1.364  -0.104
C  1.575  2.654  1.243
C  2.404  3.705  1.366
O  2.144  4.799  2.115
C  1.012  4.641  2.948
H  0.704  5.642  3.256
C  -0.105  3.919  2.187
H  -0.988  3.787  2.814
O  0.318  2.630  1.807
H  -0.365  4.507  1.297
H  1.286  4.049  3.829
H  3.358  3.730  0.867
H  -1.258  0.188  0.158
C  -3.779  -0.825  -0.472
O  -4.789  -1.414  -0.793
C  -3.835  0.500  0.251
H  -3.331  1.266  -0.334
H  -4.874  0.783  0.399
H  -3.341  0.419  1.217
H  -3.270  -3.055  -1.769
H  -1.116  -4.070  -2.327
H  1.519  -6.314  -1.799
H  1.976  -5.265  -0.450
H  0.282  -5.400  -0.923

=====

4.
DFT (ωB97M-V/def2-TZVPD) results for 6 unconnected molecules or ions with the total composition H12O6.

Calculated values
SMILES: O.O.O.O.O.O
F_max in eV Å⁻¹: 4.328
Kohn-Sham gap in eV: 11.043

Geometry (Å):
O  0.049  1.236  -0.070
H  0.957  1.180  0.087
H  -0.207  2.001  0.453
O  -0.934  -1.412  -0.408
H  -0.586  -2.092  -1.008
H  -0.376  -0.702  -0.386
O  -3.016  0.609  1.169
H  -3.457  0.567  1.975
H  -2.194  0.167  1.291
O  2.376  -0.950  -0.522
H  2.551  -0.041  -0.302
H  3.184  -1.087  -0.929
O  0.583  -1.851  2.100
H  0.050  -1.769  1.304
H  0.052  -1.386  2.759
O  0.165  2.152  -2.647
H  0.986  1.797  -2.907
H  -0.183  1.581  -1.960

=====

5.
DFT (ωB97M-V/def2-TZVPD) results for 2 unconnected molecules or ions with the total composition C4H6O2.

Calculated values
SMILES: O=C=C[C@H]1CO1.[H][H]
F_max in eV Å⁻¹: 1.223
Kohn-Sham gap in eV: 9.808

Geometry (Å):
O  2.208  -0.170  1.473
C  1.499  -0.161  0.544
C  0.463  -0.177  -0.276
C  -0.846  -0.265  0.418
C  -1.985  0.561  0.028
O  -1.931  -0.823  -0.301
H  2.738  0.172  -0.972
H  2.660  -0.572  -0.993
H  0.524  -0.103  -1.352
H  -0.767  -0.580  1.460
H  -2.717  0.839  0.785
H  -1.877  1.249  -0.811

=====

6.
DFT (ωB97M-V/def2-TZVPD) results for a molecular structure, C3H9Cl2N2O5Sn.

Calculated values
Spin multiplicity: 2
F_max in eV Å⁻¹: 5.518
Net charge: +2
Kohn-Sham gap (spin up / spin down) in eV: 4.151 / 3.981

Geometry (Å):
Sn  -1.307  -2.068  2.416
O  0.565  -0.099  1.493
H  0.509  0.157  0.552
C  -1.747  2.327  1.247
N  -1.738  1.787  2.651
O  -1.114  2.393  3.593
O  -2.422  0.769  2.894
H  -2.539  3.076  1.257
H  -2.014  1.487  0.605
H  -0.853  2.875  0.950
C  2.698  -2.250  -0.194
N  1.304  -2.519  -0.595
O  0.531  -3.094  0.162
O  0.861  -2.007  -1.676
H  2.655  -1.242  0.219
H  3.362  -2.246  -1.059
H  2.954  -3.040  0.512
C  -0.246  0.869  -2.983
Cl  -0.332  -0.389  -4.249
Cl  -1.789  1.114  -2.049
H  0.448  0.350  -2.323
H  0.216  1.752  -3.423

=====

7.
DFT (ωB97M-V/def2-TZVPD) results for 2 unconnected molecules or ions with the total composition C2H3NO3.

Calculated values
SMILES: O=[N+]([O-])O.C#C
F_max in eV Å⁻¹: 8.186
Kohn-Sham gap in eV: 11.684

Geometry (Å):
C  -2.105  0.199  -0.461
C  -1.537  -0.702  0.132
N  1.837  -0.023  0.219
O  2.969  0.159  0.095
O  1.093  1.141  0.000
O  1.200  -1.010  0.519
H  -2.807  0.764  -0.746
H  0.169  0.881  -0.145
H  -0.819  -1.409  0.388

=====

8.
DFT (ωB97M-V/def2-TZVPD) results for a molecular structure, C15H26MnNO2P.

Calculated values
Spin multiplicity: 6
F_max in eV Å⁻¹: 2.543
Kohn-Sham gap (spin up / spin down) in eV: 6.171 / 7.578

Geometry (Å):
C  2.256  -2.477  -3.959
C  2.942  -2.372  -2.756
C  2.419  -1.566  -1.720
C  1.219  -0.872  -1.896
C  0.525  -1.004  -3.095
C  1.002  -1.852  -4.114
C  3.248  -1.434  -0.487
C  2.894  -0.284  0.437
N  2.603  1.056  -0.232
Mn  0.555  0.269  -0.256
C  -0.800  -0.305  -3.258
P  -0.919  0.937  -1.866
H  3.889  -2.887  -2.578
H  0.378  -2.026  -4.988
H  2.680  -3.052  -4.785
H  -1.632  -1.013  -3.133
H  -0.914  0.205  -4.228
H  3.142  -2.338  0.135
H  4.312  -1.332  -0.719
H  2.062  -0.623  1.125
C  -2.685  1.298  -1.722
C  -0.100  2.363  -2.622
H  3.741  -0.107  1.104
C  3.205  1.295  -1.608
C  3.208  2.151  0.645
H  -0.405  0.869  1.248
H  4.115  1.903  -1.510
H  3.474  0.358  -2.073
H  2.513  1.820  -2.256
H  4.088  2.563  0.114
H  2.536  2.990  0.886
H  3.572  1.702  1.589
H  -0.729  2.874  -3.355
H  0.178  3.072  -1.835
H  0.821  2.049  -3.125
H  -3.147  1.474  -2.702
H  -3.207  0.459  -1.243
H  -2.833  2.186  -1.096
H  -0.328  1.587  0.722
C  -1.515  -1.133  2.402
O  -1.247  -1.951  1.228
C  -0.873  -1.414  0.044
O  -1.209  -1.990  -0.977
H  -1.977  -0.162  2.212
H  -0.612  -0.983  2.989
H  -2.212  -1.743  2.986

=====

9.
DFT (ωB97M-V/def2-TZVPD) results for C4H4S3 in the gas phase.

Calculated values
SMILES: S=C1S[C@H]2C[C@@H]2S1
F_max in eV Å⁻¹: 1.019
Kohn-Sham gap in eV: 8.452

Geometry (Å):
C  2.023  0.059  -0.060
C  -0.416  0.581  0.424
C  -1.723  -0.001  0.051
C  -0.413  -0.654  -0.392
H  -0.240  0.352  1.467
H  -2.365  -0.348  0.849
H  -2.209  0.309  -0.859
H  -0.384  -0.370  -1.419
S  3.650  0.030  0.030
S  0.988  1.531  -0.117
S  1.089  -1.488  0.026

=====

10.
DFT (ωB97M-V/def2-TZVPD) results for a molecular structure, C37H37FeN6O6P2Se2.

Calculated values
Spin multiplicity: 2
F_max in eV Å⁻¹: 2.357
Kohn-Sham gap (spin up / spin down) in eV: 7.163 / 7.581

Geometry (Å):
Fe  -2.512  -1.012  0.441
O  -2.188  -3.075  0.645
C  -1.983  -3.582  1.976
C  -3.176  -3.231  2.837
N  -3.257  -1.795  2.972
C  -2.310  -1.222  3.896
C  -1.203  -0.536  3.124
O  -0.117  -0.304  3.618
O  -1.554  -0.148  1.922
C  -4.591  -1.242  2.966
C  -5.172  -1.370  1.571
O  -6.360  -1.508  1.387
O  -4.290  -1.364  0.591
H  -3.037  -3.414  0.328
H  -1.065  -3.112  2.329
H  -1.824  -4.660  1.943
H  -3.119  -3.754  3.803
H  -4.081  -3.583  2.333
H  -1.881  -1.946  4.594
H  -2.786  -0.442  4.496
H  -4.529  -0.173  3.183
H  -5.283  -1.700  3.682
Se  3.199  1.783  -2.181
P  3.128  0.379  -0.614
C  4.220  -1.036  -0.936
C  5.312  -1.311  -0.122
C  6.176  -2.354  -0.438
C  5.951  -3.122  -1.567
C  4.872  -2.835  -2.397
C  4.018  -1.793  -2.090
C  3.647  1.028  0.991
C  4.218  2.290  1.094
C  4.612  2.768  2.339
C  4.432  1.987  3.472
C  3.847  0.730  3.372
C  3.455  0.250  2.133
C  1.488  -0.339  -0.322
C  0.208  0.132  -0.062
N  -0.607  -0.936  -0.167
N  0.094  -1.998  -0.507
N  1.361  -1.664  -0.596
P  -0.619  1.660  0.300
Se  -2.759  1.378  -0.124
C  -0.269  2.502  1.840
C  1.046  2.791  2.189
C  1.316  3.413  3.398
C  0.278  3.740  4.258
C  -1.035  3.460  3.904
C  -1.312  2.841  2.695
C  -0.140  2.819  -1.012
C  -0.304  2.406  -2.335
C  -0.039  3.275  -3.374
C  0.396  4.568  -3.104
C  0.565  4.984  -1.795
C  0.292  4.113  -0.746
H  5.503  -0.716  0.760
H  7.025  -2.560  0.202
H  6.618  -3.941  -1.808
H  4.700  -3.427  -3.287
H  3.191  -1.557  -2.746
H  4.344  2.884  0.197
H  5.055  3.753  2.422
H  4.740  2.361  4.442
H  3.686  0.130  4.259
H  2.981  -0.722  2.054
H  1.862  2.531  1.527
H  2.342  3.629  3.667
H  0.493  4.214  5.208
H  -1.846  3.712  4.576
H  -2.332  2.604  2.422
H  -0.628  1.393  -2.546
H  -0.158  2.945  -4.398
H  0.608  5.249  -3.919
H  0.908  5.988  -1.583
H  0.427  4.446  0.274
N  -2.651  -1.359  -1.514
C  -2.554  -1.164  -2.643
N  -2.441  -0.897  -3.928
C  -1.387  -1.601  -4.684
C  -1.953  -2.885  -5.256
O  -3.120  -2.630  -6.024
C  -4.145  -2.012  -5.264
C  -3.675  -0.683  -4.705
H  -0.543  -1.792  -4.022
H  -1.066  -0.936  -5.486
H  -2.183  -3.586  -4.443
H  -1.234  -3.350  -5.927
H  -4.455  -2.672  -4.443
H  -4.989  -1.867  -5.935
H  -4.427  -0.222  -4.068
H  -3.427  0.001  -5.517

=====

11.
DFT (ωB97M-V/def2-TZVPD) results for a molecular structure, C30H29N4PdSSi.

Calculated values
F_max in eV Å⁻¹: 0.536
Net charge: -1
Kohn-Sham gap in eV: 4.611

Geometry (Å):
Pd  0.897  -0.822  0.743
C  -0.483  -3.772  -2.504
N  -0.500  -4.075  -1.091
C  -1.487  -4.784  -0.439
C  -1.164  -4.819  0.869
N  0.022  -4.118  1.016
C  0.459  -3.658  -0.207
S  1.853  -2.840  -0.561
C  0.559  -3.768  2.278
C  0.662  -4.746  3.264
C  1.108  -4.356  4.513
C  1.439  -3.021  4.718
C  1.305  -2.131  3.664
N  0.866  -2.495  2.458
H  -0.666  -4.679  -3.081
H  0.504  -3.378  -2.737
H  -1.231  -3.011  -2.736
H  -2.331  -5.189  -0.963
H  -1.685  -5.236  1.709
H  0.420  -5.776  3.044
H  1.207  -5.085  5.307
H  1.796  -2.668  5.675
H  1.545  -1.079  3.760
C  2.226  3.757  2.013
C  2.390  2.611  3.007
C  2.761  1.354  2.354
N  2.897  0.335  1.837
H  1.790  4.622  2.511
H  1.561  3.471  1.202
H  3.190  4.041  1.592
H  1.451  2.428  3.535
H  3.149  2.841  3.761
C  2.666  1.917  -4.144
C  2.882  2.410  -2.862
C  2.012  2.082  -1.837
C  0.887  1.273  -2.031
C  0.703  0.790  -3.328
C  1.571  1.099  -4.368
Si  -0.183  0.730  -0.517
C  -1.837  0.262  -1.405
C  -2.441  -0.963  -1.119
C  -3.633  -1.357  -1.715
C  -4.260  -0.522  -2.627
C  -3.685  0.706  -2.929
C  -2.497  1.083  -2.323
C  -0.669  2.491  0.147
C  -1.167  2.578  1.453
C  -1.516  3.787  2.034
C  -1.363  4.972  1.326
C  -0.871  4.918  0.030
C  -0.540  3.697  -0.542
H  3.345  2.164  -4.952
H  3.739  3.044  -2.661
H  2.221  2.459  -0.840
H  -0.147  0.149  -3.538
H  1.388  0.696  -5.358
H  -1.948  -1.607  -0.395
H  -4.076  -2.314  -1.462
H  -5.191  -0.821  -3.096
H  -4.167  1.371  -3.637
H  -2.066  2.046  -2.571
H  -1.250  1.659  2.025
H  -1.902  3.808  3.048
H  -1.621  5.922  1.778
H  -0.744  5.831  -0.541
H  -0.153  3.689  -1.554

=====

12.
DFT (ωB97M-V/def2-TZVPD) results for C18H19NO4S in the gas phase.

Calculated values
SMILES: COCCSc1ccccc1C(=O)Nc1ccc2c(c1)OCCO2
F_max in eV Å⁻¹: 0.601
Kohn-Sham gap in eV: 8.583

Geometry (Å):
C  2.371  -0.099  3.610
H  2.630  0.427  2.685
O  3.028  -1.343  3.688
C  2.843  -2.175  2.576
C  1.454  -2.815  2.487
H  1.089  -3.045  3.488
H  1.508  -3.719  1.883
S  0.267  -1.698  1.650
C  -0.784  -2.834  0.774
C  -1.100  -4.062  1.344
C  -1.885  -4.972  0.660
C  -2.362  -4.668  -0.605
C  -2.060  -3.444  -1.169
C  -1.292  -2.506  -0.487
C  -1.004  -1.222  -1.204
O  -0.749  -1.208  -2.389
N  -1.106  -0.120  -0.410
C  -0.830  1.214  -0.722
C  -0.504  1.634  -2.003
C  -0.245  2.975  -2.252
C  -0.333  3.912  -1.218
C  -0.638  3.479  0.066
C  -0.879  2.145  0.316
H  -1.110  1.819  1.319
H  -0.685  4.212  0.855
O  -0.134  5.256  -1.428
C  -0.175  5.614  -2.790
C  0.650  4.629  -3.618
H  0.646  4.897  -4.675
O  0.097  3.336  -3.529
H  1.683  4.622  -3.243
H  0.227  6.625  -2.858
H  -1.214  5.604  -3.150
H  -0.441  0.932  -2.817
H  -1.364  -0.271  0.555
H  -2.411  -3.186  -2.156
H  -2.965  -5.381  -1.145
H  -2.120  -5.920  1.120
H  -0.738  -4.308  2.330
H  3.583  -2.972  2.697
H  3.056  -1.631  1.643
H  1.283  -0.208  3.658
H  2.713  0.478  4.467